This record from the Open Molecules 2025 dataset describes C33H35F5N4P2V as an isolated structure in a non-equilibrium geometry. The level of theory is ωB97M-V/def2-TZVPD.

XYZ file:
```
80
Properties=species:S:1:pos:R:3:forces:R:3
V 1.3379 2.5561 -0.4392 1.8 1.7 -0.3
C 3.7195 0.8615 -0.2488 -1.2 -0.3 -1.0
C 2.4660 0.6278 -0.7956 0.9 0.6 0.4
C 1.3802 -0.1462 -0.1040 0.7 -0.8 -0.2
C 0.2486 0.6323 0.5572 0.8 -0.5 0.1
C 0.6203 1.7616 1.4793 1.0 0.8 0.4
C 1.9167 2.0047 1.9422 -2.1 -0.6 0.9
C 2.8822 0.8988 2.1932 1.1 -0.7 -0.4
C 4.0558 0.7465 1.1787 0.3 0.4 1.1
C 1.0578 4.6005 -0.1892 0.9 0.0 -0.1
H 4.5350 1.0723 -0.9369 -0.1 0.3 0.1
H 2.3335 0.7254 -1.8882 0.4 0.0 0.1
H 1.7916 -0.8917 0.5868 -0.1 0.4 -0.2
H 0.9162 -0.7427 -0.9309 0.3 0.6 0.8
H -0.4580 0.9814 -0.2340 -0.1 0.0 0.4
H -0.3155 -0.1142 1.1578 0.3 0.6 -0.4
H -0.2244 2.3687 1.8344 0.4 0.2 -0.3
H 2.0908 2.9085 2.5230 -0.1 0.1 -0.3
H 2.3563 -0.0598 2.2823 0.0 0.4 0.0
H 3.3306 1.0972 3.1827 -0.2 0.0 -0.4
H 4.8144 1.5135 1.4228 -0.2 -0.3 -0.2
H 4.5591 -0.2172 1.3844 -0.1 0.3 -0.3
H 1.7300 5.0153 0.5877 -0.5 -0.2 -0.4
H 0.0054 4.6822 0.1202 -0.2 -0.5 0.0
H 1.2375 5.1301 -1.1461 -0.1 -0.3 0.5
P -2.5554 0.0015 0.9022 -4.6 -0.8 1.9
P -0.4995 -2.0819 -1.6673 -1.0 -3.1 -0.8
N -2.8378 -0.2218 2.6537 0.8 0.0 -0.2
N -4.2671 0.1588 0.5195 0.4 0.3 -0.7
N 0.1243 -3.4593 -0.7962 0.3 0.4 0.8
N -0.7684 -2.9349 -3.1489 -0.4 0.5 -0.8
C -2.3540 -1.7871 0.5212 0.7 -0.3 -0.3
C -2.2099 -2.1026 -0.9890 -0.5 0.5 0.0
C -2.5090 0.7589 3.5882 -0.1 -1.0 0.8
C -2.7909 0.2775 4.8602 0.1 0.1 -0.9
C -3.3290 -1.0426 4.7098 0.2 0.3 -1.3
C -3.3592 -1.3217 3.3485 0.5 0.7 0.7
C -4.8225 1.3718 0.0882 -0.7 -0.7 -0.1
C -6.1827 1.1873 -0.1066 0.9 -0.2 0.3
C -6.4827 -0.1757 0.2274 1.1 0.0 0.2
C -5.2961 -0.7783 0.6188 -0.5 0.7 -0.5
C 1.3932 -3.4848 -0.1981 -0.4 -0.4 0.4
C 1.4448 -4.5332 0.6975 -0.4 0.5 -0.6
C 0.1700 -5.1942 0.6545 -0.2 0.7 -0.7
C -0.6191 -4.5156 -0.2559 0.9 0.0 0.7
C -0.8941 -4.3066 -3.4121 -0.4 0.1 -0.5
C -1.4207 -4.4661 -4.6837 0.4 0.6 0.9
C -1.6346 -3.1547 -5.2261 0.1 0.2 0.4
C -1.2492 -2.2388 -4.2747 0.2 -0.8 0.1
H -3.2089 -2.3606 0.9042 0.4 0.4 -0.1
H -1.4771 -2.1372 1.1050 -0.3 0.0 -0.3
H -2.7018 -3.0653 -1.2072 0.3 0.4 -0.1
H -2.7275 -1.3476 -1.6129 -0.1 -0.3 0.3
H -2.0894 1.6962 3.2610 -0.1 0.1 0.1
H -2.6222 0.8035 5.7921 -0.1 -0.1 -0.2
H -3.6494 -1.7132 5.4935 0.0 0.1 -0.1
H -3.6684 -2.2149 2.8279 0.0 0.1 0.2
H -4.1765 2.2290 -0.0505 -0.2 0.0 0.0
H -6.8849 1.9358 -0.4457 0.1 -0.1 0.1
H -7.4504 -0.6606 0.1845 0.2 0.1 0.0
H -5.0945 -1.7955 0.9196 -0.2 0.2 0.0
H 2.1485 -2.7582 -0.4856 -0.2 -0.4 0.0
H 2.2907 -4.7973 1.3102 0.0 -0.1 -0.1
H -0.1303 -6.0671 1.2158 0.1 0.1 -0.1
H -1.6434 -4.6781 -0.5510 0.2 -0.1 0.0
H -0.5958 -5.0442 -2.6747 0.0 0.2 -0.3
H -1.6301 -5.4156 -5.1634 0.1 0.2 0.1
H -2.0241 -2.9266 -6.2109 0.1 0.0 0.2
H -1.2551 -1.1562 -4.2540 0.0 -0.1 -0.2
F 2.9479 3.1983 -3.1532 0.0 0.2 0.6
C 3.7356 3.7409 -2.1800 0.2 0.1 -0.7
C 3.3054 3.6997 -0.8575 0.1 -1.0 -0.1
C 4.2426 4.1459 0.0617 0.7 0.5 0.6
F 3.9822 4.1020 1.4007 -0.1 -0.1 -0.6
C 5.5056 4.6716 -0.2936 -0.1 0.0 0.5
F 6.3685 5.0669 0.6569 -0.9 -0.3 -0.7
C 5.8492 4.7874 -1.6387 0.7 0.5 -0.2
F 7.0074 5.3733 -2.0045 -1.4 -0.8 0.4
C 4.9550 4.3094 -2.5954 -0.2 0.0 -0.6
F 5.2532 4.4097 -3.9048 -0.4 -0.2 1.3
```
Positions in Å, forces in eV/Å.

Results
LUMO (alpha / beta) in eV: -9.730 / -9.366
Spin multiplicity: 2
Net charge: +2
Frontier orbital gap (alpha / beta) in eV: 2.787 / 3.152

=====

This record from the Open Molecules 2025 dataset describes one molecule with the formula C3H4N2O2. The level of theory is ωB97M-V/def2-TZVPD.

XYZ file:
```
11
Properties=species:S:1:pos:R:3:forces:R:3
N 0.4609 0.4597 1.7584 -0.1 0.0 0.0
C -0.0394 -0.0044 0.5537 0.2 -0.3 -0.2
C -0.0731 -1.2325 0.0182 0.3 0.1 0.2
O -0.6267 -1.1668 -1.2749 0.4 -0.1 -0.3
C -0.4125 0.1202 -1.6307 0.1 0.2 -0.6
O -0.0892 0.4561 -2.7268 -0.8 0.3 0.3
N -0.4552 0.9229 -0.4333 0.1 -0.1 -0.1
H 0.9825 1.3221 1.6452 -0.1 -0.2 0.1
H 0.9860 -0.2441 2.2658 -0.2 0.2 0.0
H 0.5884 -2.0739 0.1182 -0.3 -0.2 0.7
H -1.3217 1.4407 -0.2938 0.3 0.0 0.0
```
Positions in Å, forces in eV/Å.

Results
LUMO in eV: 0.739
Spin multiplicity: 1
Energy above the lowest of the compared OMol25 structures with the same formula, charge and spin in eV: 2.213
SMILES string: Nc1coc(=O)[nH]1
Frontier orbital gap in eV: 9.268

=====

This record from the Open Molecules 2025 dataset describes a 2-piece molecular cluster, CH2NO3S overall in a non-equilibrium geometry. The level of theory is ωB97M-V/def2-TZVPD.

XYZ file:
```
8
Properties=species:S:1:pos:R:3:forces:R:3
C -0.2234 -0.0816 1.6259 0.8 0.4 1.6
N -0.5870 -1.0896 0.9422 -1.2 -3.0 -1.7
O -0.2607 0.0134 2.8523 -0.3 0.6 0.9
O 0.3627 0.9928 0.9750 0.6 0.8 -1.0
O 1.0283 0.2915 -3.2646 0.3 0.0 -0.1
S -0.4371 0.4315 -3.1780 -0.3 0.0 0.1
H -0.3886 -1.1622 -0.0577 0.1 0.7 0.3
H 0.5058 0.6043 0.1048 0.1 0.5 -0.2
```
Positions in Å, forces in eV/Å.

Results
LUMO (alpha / beta) in eV: 0.829 / 0.820
Spin multiplicity: 1
Net charge: -1
Energy above the lowest of the compared OMol25 structures with the same formula, charge and spin in eV: 2.785
Frontier orbital gap (alpha / beta) in eV: 4.140 / 4.107

=====

This record from the Open Molecules 2025 dataset describes one molecule with the formula C4H7N3O in a non-equilibrium geometry. The level of theory is ωB97M-V/def2-TZVPD.

XYZ file:
```
15
Properties=species:S:1:pos:R:3:forces:R:3
C 1.6221 1.9403 -0.0016 1.4 0.0 0.7
N 1.0645 0.5826 0.1042 -0.1 -1.4 0.8
C -0.2640 0.3316 0.0469 -0.2 0.3 -0.8
O -1.0574 1.4165 -0.0918 0.2 -2.0 0.1
N -2.3348 0.8674 -0.2487 -2.7 1.5 -0.2
N -2.3549 -0.3695 -0.2095 2.6 -0.1 0.1
C -1.0212 -0.8203 -0.0618 -0.1 0.0 0.8
C -0.6789 -2.2958 0.0296 -1.6 -1.0 0.4
H 2.5257 2.0473 0.8190 -2.5 0.1 -2.0
H 2.0811 2.0084 -1.0361 -0.5 0.4 1.2
H 0.7479 2.6967 0.1133 2.0 -1.2 0.0
H 1.5510 -0.2821 0.3948 0.3 1.5 -0.3
H 0.2589 -2.5535 -0.4849 -0.5 0.1 -0.3
H -0.5129 -2.7368 1.0932 -0.7 1.0 -1.6
H -1.6272 -2.8328 -0.4665 2.4 0.8 1.1
```
Positions in Å, forces in eV/Å.

Results
LUMO in eV: 0.659
Spin multiplicity: 1
Energy above the lowest of the compared OMol25 structures with the same formula, charge and spin in eV: 3.284
SMILES string: CNc1onnc1C
Frontier orbital gap in eV: 8.871

=====

This record from the Open Molecules 2025 dataset describes a 2-piece molecular cluster, C3H10N2O overall in a non-equilibrium geometry. The level of theory is ωB97M-V/def2-TZVPD.

XYZ file:
```
16
Properties=species:S:1:pos:R:3:forces:R:3
C 1.4547 -0.3400 -1.2066 0.3 0.7 -0.1
C 1.9543 -0.0534 0.0761 -0.2 0.2 -0.4
N 0.7059 -1.3373 -1.5526 -0.2 -1.8 0.2
H 1.7520 0.3627 -1.9884 0.2 -0.4 -0.2
H 2.1838 0.9814 0.2884 0.3 -0.1 0.2
H 2.2657 -0.8547 0.7363 -0.3 0.1 0.2
H 0.1654 -0.4717 1.0788 -0.3 0.3 0.6
H 0.1081 -1.8466 -0.8972 0.4 0.4 0.5
H 0.8404 -1.8856 -2.3954 -0.3 0.9 -0.7
N -1.4810 1.6855 0.4605 -0.3 -0.7 0.0
C -1.5917 0.5101 1.2221 0.4 -0.1 0.9
O -0.7543 -0.6167 0.8382 0.0 -0.3 -0.7
H -2.2597 1.8772 -0.1386 0.4 0.4 -0.4
H -0.6136 2.1869 0.4069 -0.3 0.3 0.0
H -1.3820 0.6896 2.2784 0.1 0.0 0.0
H -2.5933 0.1018 1.1656 -0.2 0.1 -0.2
```
Positions in Å, forces in eV/Å.

Results
LUMO (alpha / beta) in eV: -4.639 / -7.533
Spin multiplicity: 2
Net charge: +1
Energy above the lowest of the compared OMol25 structures with the same formula, charge and spin in eV: 2.290
Frontier orbital gap (alpha / beta) in eV: 8.301 / 5.373

=====

This record from the Open Molecules 2025 dataset describes one molecule with the formula C6H9N3 in a non-equilibrium geometry. The level of theory is ωB97M-V/def2-TZVPD.

XYZ file:
```
18
Properties=species:S:1:pos:R:3:forces:R:3
C -0.5332 1.8081 0.0467 0.8 -0.7 -0.5
N 0.7504 1.8430 -0.1265 -2.2 1.6 0.1
N 1.5286 0.7801 0.1583 0.4 0.4 0.5
C 1.3771 -0.5703 -0.3027 0.7 -1.1 -0.2
C 0.9840 -1.6846 0.6435 -1.2 -0.5 -0.3
C 0.1003 -1.3198 -0.5623 1.1 -0.8 -0.2
N -1.0144 -0.4848 -0.5707 0.7 0.2 -1.1
C -2.2303 -0.4823 0.1025 -0.6 0.8 0.8
C -1.0899 0.4796 0.4528 0.0 0.1 1.0
H -1.1104 2.6965 -0.1861 0.2 0.0 0.1
H 2.4690 1.1421 0.0765 0.0 -0.7 -0.1
H 2.1707 -0.8066 -0.9991 0.1 -0.2 0.0
H 1.4528 -2.6618 0.6228 0.2 0.2 -0.2
H 0.5044 -1.5042 1.5913 0.4 0.6 0.3
H 0.0750 -2.0568 -1.3643 0.3 0.3 0.0
H -2.4240 -1.2626 0.8508 -0.2 0.4 -0.2
H -3.0320 -0.0633 -0.4996 -0.3 -0.5 0.3
H -0.6049 0.1651 1.3975 -0.3 0.2 -0.3
```
Positions in Å, forces in eV/Å.

Results
LUMO in eV: 1.070
Spin multiplicity: 1
Energy above the lowest of the compared OMol25 structures with the same formula, charge and spin in eV: 4.069
SMILES string: C1=NN[C@H]2C[C@H]2N2C[C@H]12
Frontier orbital gap in eV: 9.146